No. 1
Molecular formula: C15H18N2O2S
Method: DFT, ωB97M-V with the def2-TZVPD basis set

XYZ file:
```
38
Properties=species:S:1:pos:R:3
C 4.28315 -0.92545 -0.14208
C 4.14106 -0.09123 0.87082
C 2.89708 0.09101 1.70026
N 1.81022 -0.81103 1.38643
C 1.62078 -1.93221 2.28763
C 2.81951 -2.82824 2.32093
C 3.51092 -3.09631 3.41255
C 1.00446 -0.61864 0.32218
S -0.27580 -1.60079 -0.02766
N 1.35866 0.43925 -0.49710
C 0.58234 1.11682 -1.42701
O 1.13290 1.68199 -2.34641
C -0.86890 1.18028 -1.17085
C -1.74712 1.11836 -2.24537
C -3.11257 1.20718 -2.05310
C -3.62085 1.39127 -0.77058
O -4.93763 1.49828 -0.46233
C -5.88599 1.38842 -1.49720
C -2.73570 1.49115 0.30780
C -1.37997 1.38149 0.11181
H 5.20858 -0.99728 -0.68593
H 3.49113 -1.57924 -0.46954
H 4.95797 0.54868 1.17643
H 3.15964 -0.06558 2.75099
H 2.55280 1.12952 1.60092
H 0.75045 -2.48772 1.92333
H 1.40227 -1.55085 3.29149
H 3.09680 -3.26290 1.37125
H 4.35875 -3.75885 3.40169
H 3.24614 -2.67745 4.37042
H 2.35513 0.57870 -0.64292
H -1.34717 0.97935 -3.23820
H -3.76765 1.13280 -2.90646
H -5.82403 0.41629 -1.99605
H -5.76771 2.18666 -2.23695
H -6.85828 1.48505 -1.01656
H -3.14646 1.64835 1.29250
H -0.70998 1.46225 0.95578
```

Output
Spin multiplicity   1
Kohn-Sham gap   0.312 hartree
Highest occupied orbital energy   -7.93 eV
Charge   0
SMILES   C=CCN(CC=C)C(=S)NC(=O)c1ccc(OC)cc1

No. 2
Molecular formula: C12H26F3N3O5PS2
Method: DFT, ωB97M-V with the def2-TZVPD basis set

XYZ file:
```
52
Properties=species:S:1:pos:R:3
C 2.58786 -2.39912 0.54624
C 1.54278 -1.59731 0.44148
P 1.73012 0.12439 -0.23840
S 1.34637 -0.71571 -2.33909
C 1.75292 1.91322 -0.86039
C 2.55051 2.86759 0.04646
C 4.05172 2.72923 -0.03178
N 4.62193 1.76242 0.85585
O 4.72298 3.38264 -0.80919
S -0.75728 0.30050 -0.18415
O -1.43044 -0.95840 0.12380
O -1.30666 1.07824 -1.29603
C -1.28893 1.39966 1.28508
F -2.37868 2.11587 1.00009
F -1.57984 0.65738 2.35963
F -0.33048 2.26889 1.64392
H 2.56164 -3.28490 1.17142
H 3.51718 -2.18870 0.02522
H 0.57832 -1.91489 0.82034
H 1.76829 0.58602 1.13371
H 3.13343 0.00292 -0.36424
H 2.06886 0.06711 -3.14677
H 2.21359 1.88696 -1.84828
H 0.74898 2.32513 -0.92833
H 2.32879 3.88002 -0.29896
H 2.21013 2.78764 1.08221
H 4.91170 2.18955 1.72789
H 5.43278 1.35033 0.40595
C -0.72746 -0.30481 -4.76703
O 0.13998 -0.96678 -5.30629
N -1.59778 0.47852 -5.45151
C -2.59388 1.26073 -4.75369
C -1.50979 0.52743 -6.89335
H -0.86837 -0.26591 -3.67844
H -3.60701 0.97668 -5.05368
H -2.46791 2.32952 -4.94788
H -2.48446 1.09366 -3.68233
H -1.65640 -0.46255 -7.32962
H -0.52858 0.88170 -7.21500
H -2.27655 1.20322 -7.26931
C -0.95947 -2.99281 5.86234
O 0.09634 -2.96786 5.26526
N -2.12730 -2.50596 5.39701
C -3.33965 -2.58100 6.17603
C -2.17942 -1.88701 4.07676
H -1.05805 -3.43258 6.87282
H -4.10939 -3.15786 5.65710
H -3.74229 -1.58554 6.37944
H -3.12790 -3.06772 7.12750
H -1.88410 -2.59741 3.30508
H -1.50229 -1.03861 4.01649
H -3.19682 -1.55367 3.88867
```

Output
Spin multiplicity   1
Kohn-Sham gap   0.280 hartree
Highest occupied orbital energy   -5.08 eV
Charge   -1

No. 3
Molecular formula: C6H2
Method: DFT, ωB97M-V with the def2-TZVPD basis set

XYZ file:
```
8
Properties=species:S:1:pos:R:3
C 0.94292 -0.95397 0.00862
C -0.09687 -0.49793 -0.53723
C -0.78997 -0.12020 -1.56132
C -0.53649 -0.46585 -2.83334
C -0.60697 -1.44935 -3.74790
C -1.84152 -0.94113 -3.58934
H 0.66726 -1.96844 0.12309
H 1.89226 -0.51534 0.36842
```

Output
Spin multiplicity   1
Kohn-Sham gap (alpha / beta)   0.283 / 0.283 hartree
Highest occupied orbital energy (alpha / beta)   -9.23 / -9.24 eV
Charge   0
SMILES   C=C=C=C1C#C1

No. 4
Molecular formula: C7H22F6NiO5P
Method: DFT, ωB97M-V with the def2-TZVPD basis set

XYZ file:
```
42
Properties=species:S:1:pos:R:3
Ni 0.22076 -0.21088 0.00779
P -0.08074 1.48948 2.92585
F 1.30665 1.81718 2.15047
F 0.44467 -0.02602 3.16007
F 0.49444 1.97322 4.31218
F -1.49562 1.09082 3.53726
F -0.62255 2.93391 2.52381
F -0.69287 0.92948 1.41105
C 0.31616 -1.84815 -2.78965
O 0.95864 -1.35933 -1.57673
H 0.84914 -1.47634 -3.66323
H 0.36324 -2.93684 -2.81060
H -0.71066 -1.51409 -2.79244
H 1.87882 -1.64046 -1.58876
C 2.50933 -1.77841 1.42204
O 2.06682 -0.50627 0.87719
H 1.75138 -2.53041 1.22947
H 3.44135 -2.08305 0.94620
H 2.64337 -1.69925 2.49855
H 2.73808 0.13481 1.12877
C -1.96394 -1.78775 1.76731
O -0.76412 -1.77309 0.94422
H -2.78658 -2.24039 1.21257
H -1.78333 -2.33747 2.68483
H -2.22010 -0.76187 2.00724
H -0.30949 -2.60499 1.09577
C 2.15974 1.92688 -1.30745
O 0.85273 1.55011 -0.90011
C -0.14647 2.16763 -1.71267
C -1.51955 1.66199 -1.34917
O -1.44898 0.25791 -1.08246
C -2.70824 -0.40983 -1.21655
H 2.27613 3.00851 -1.22070
H 2.32521 1.66208 -2.35843
H 2.88110 1.41408 -0.68602
H 0.07993 1.96545 -2.76656
H -0.12331 3.25305 -1.57679
H -2.18774 1.85886 -2.19067
H -1.93214 2.15762 -0.46684
H -3.04432 -0.34709 -2.25510
H -3.45757 0.06778 -0.58350
H -2.55939 -1.44891 -0.94825
```

Output
Spin multiplicity   3
Kohn-Sham gap (alpha / beta)   0.424 / 0.416 hartree
Expectation value of S²   2.003
Highest occupied orbital energy (alpha / beta)   -14.49 / -14.44 eV
Charge   +1

No. 5
Molecular formula: C26H39ClN3O4SeTb
Method: DFT, ωB97M-V with the def2-TZVPD basis set

XYZ file:
```
75
Properties=species:S:1:pos:R:3
O 0.99905 -0.19200 -2.32814
C -0.14598 -0.06597 -2.99149
C -0.13439 1.26558 -3.73740
C 0.41981 2.38457 -3.11760
H 0.74803 2.30224 -2.07986
C 0.56117 3.57548 -3.83388
H 0.99448 4.43885 -3.33273
C 0.11467 3.66123 -5.16048
H 0.23572 4.58786 -5.71611
C -0.45440 2.53221 -5.75676
H -0.82544 2.59636 -6.77172
C -0.58285 1.33317 -5.04990
H -1.02808 0.45018 -5.50231
H -0.28716 -0.86619 -3.74672
C -2.22134 -1.68168 -2.42232
C -1.59284 -0.33399 -2.05831
H -2.91052 -1.59937 -3.29338
H -2.78913 -2.09969 -1.54822
H -1.43409 -2.38265 -2.73456
C -2.40024 0.75876 -1.91525
C -3.90483 0.70229 -2.05358
H -1.98399 1.78063 -1.87874
H -4.22717 1.08490 -3.03746
H -4.40349 1.32164 -1.29377
H -4.31226 -0.31754 -1.95344
Tb -0.94354 -0.58366 0.20465
Cl -3.43613 -0.70005 0.93485
C -1.26792 -0.24787 3.06974
O -0.56259 -0.98425 2.31400
N -1.28043 -0.39137 4.37276
C -0.65899 -1.55896 4.97809
C -1.95549 0.56729 5.23160
H -1.90459 0.54241 2.65355
H -0.21213 -2.17974 4.19543
H -1.42600 -2.13080 5.50924
H 0.10856 -1.23869 5.68828
H -2.30611 1.41836 4.63423
H -1.24030 0.91821 5.98561
H -2.82101 0.08289 5.70237
H 4.73559 1.10857 -1.87190
H 4.20884 2.20832 0.20419
C 3.64756 1.02965 -1.94463
C 3.33238 1.59722 0.46603
N 3.09613 0.68986 -0.64751
H 3.35622 0.24967 -2.65428
C 2.35585 -0.40579 -0.49660
O 1.48524 -0.54829 0.40543
H 3.52341 1.02966 1.38225
H 2.64551 -1.24699 -1.15996
H 3.25670 1.99417 -2.28502
H 2.46472 2.26022 0.61272
H -0.15643 -6.10562 0.60779
H 2.01846 -6.08029 -1.00392
C -0.61125 -5.52956 -0.21497
C 1.41718 -5.44830 -1.66343
N 0.41337 -4.73371 -0.89360
H -1.40252 -4.87499 0.17436
C 0.41353 -3.41386 -0.82275
O -0.48190 -2.75488 -0.23046
H 2.05560 -4.71765 -2.16377
H 1.24461 -2.90552 -1.33264
H -1.03023 -6.24906 -0.93359
H 0.92446 -6.07981 -2.40637
Se -0.26649 2.40034 0.82598
C 0.31058 2.43931 2.60375
C -0.11289 3.50080 3.43758
C 0.29862 3.56833 4.76349
C 1.15599 2.59062 5.29409
C 1.58168 1.52886 4.47837
C 1.16673 1.44999 3.15450
H -0.77524 4.26373 3.02350
H -0.04799 4.38818 5.39389
H 1.48621 2.64956 6.33289
H 2.24345 0.76096 4.88754
H 1.51821 0.63565 2.51678
```

Output
Spin multiplicity   7
Kohn-Sham gap (alpha / beta)   0.248 / 0.248 hartree
Expectation value of S²   12.677
Highest occupied orbital energy (alpha / beta)   -6.63 / -6.62 eV
Charge   0

No. 6
Molecular formula: C13H51F6N21O19S2
Method: DFT, ωB97M-V with the def2-TZVPD basis set

XYZ file:
```
112
Properties=species:S:1:pos:R:3
C -41.89366 -22.86678 8.15860
O -40.84143 -22.05359 8.48015
H -41.79765 -23.90149 8.48760
H -42.88262 -22.47209 8.39159
H -42.01979 -22.79968 7.07801
C -36.30862 -22.41753 3.49487
F -36.80025 -21.37227 2.74944
F -36.76813 -22.29478 4.76211
F -36.54611 -23.63849 3.01674
S -34.36700 -22.16137 3.69968
O -33.86407 -23.45574 4.24659
O -33.99316 -22.15215 2.29535
N -34.31707 -20.71681 4.55451
S -32.96909 -20.18823 4.03480
O -31.89806 -21.20485 3.70845
O -33.19493 -19.17120 2.99449
C -32.42712 -19.11213 5.57576
F -32.46771 -19.88153 6.64157
F -31.24497 -18.54579 5.42863
F -33.28468 -18.05387 5.67699
C -43.17336 -20.16483 1.96556
O -42.74339 -19.87344 0.87002
N -44.42708 -20.38475 2.16628
N -42.54818 -20.21132 3.06062
H -45.19841 -20.16661 1.55181
H -44.67737 -20.81950 3.04289
H -42.94030 -20.28888 3.98817
H -41.56672 -20.02135 2.91657
C -25.27960 -19.39018 9.30584
O -25.46091 -18.30476 8.84859
N -24.18183 -19.82087 9.87996
N -26.16409 -20.27170 9.20207
H -23.99202 -20.80862 9.78823
H -23.53799 -19.13738 10.25202
H -26.91716 -19.84572 8.68099
H -26.22869 -21.03608 9.85907
C -33.93088 -15.76579 12.95470
O -34.95210 -15.29148 12.58626
N -33.68263 -16.05209 14.18354
N -32.85665 -15.94905 12.25246
H -32.81566 -16.51725 14.41176
H -34.46878 -15.86646 14.78985
H -32.89295 -15.71814 11.26988
H -32.13545 -16.55467 12.61742
C -27.04432 -23.21060 0.54698
O -28.08348 -23.82260 0.25325
N -26.06179 -22.91086 -0.22069
N -26.92598 -22.65925 1.67503
H -25.25676 -22.42317 0.14561
H -26.33967 -23.06427 -1.17952
H -27.71607 -22.86539 2.26946
H -26.17704 -22.04750 1.96649
C -36.64145 -26.93623 9.14525
O -36.18477 -27.29504 10.23482
N -36.48267 -25.72741 8.65519
N -37.53665 -27.59800 8.48752
H -36.02223 -25.08879 9.28786
H -37.18191 -25.27630 8.08278
H -37.71030 -27.23650 7.56055
H -37.71987 -28.54255 8.79471
C -32.54580 -28.61282 0.76370
O -32.07283 -29.18469 -0.21381
N -33.60568 -29.02742 1.39981
N -32.27334 -27.42667 1.24561
H -34.06551 -29.84953 1.03539
H -34.28319 -28.44938 1.87621
H -32.33870 -27.24335 2.23668
H -31.57962 -27.01476 0.63800
C -32.60926 -12.63113 0.47095
O -33.13975 -13.17295 -0.50339
N -32.24382 -11.38619 0.57346
N -32.37640 -13.27639 1.57804
H -32.54589 -10.79472 -0.18747
H -32.24617 -10.98108 1.49865
H -31.93818 -12.80008 2.35342
H -32.78289 -14.18516 1.74836
C -28.31292 -18.34239 -1.09270
O -27.99962 -17.83974 -0.01985
N -27.71136 -17.91951 -2.16588
N -29.06526 -19.35790 -1.32842
H -26.93852 -17.27042 -2.12678
H -28.08143 -18.14171 -3.07898
H -29.25656 -19.94618 -0.53004
H -29.49157 -19.49263 -2.23409
C -25.58349 -12.53426 7.65219
O -24.81074 -11.55017 7.64886
N -25.70196 -13.28213 6.62791
N -26.21190 -12.91902 8.73687
H -26.45274 -13.95597 6.57911
H -25.13890 -12.97405 5.84806
H -26.07766 -12.33534 9.55013
H -26.53175 -13.87379 8.65812
C -32.61614 -22.76680 -3.81294
O -33.04100 -22.94399 -4.90726
N -33.32861 -22.29524 -2.81042
N -31.41744 -23.14333 -3.42968
H -33.17462 -22.57502 -1.85224
H -34.28066 -22.07935 -3.06942
H -31.02772 -23.78236 -4.10780
H -31.15123 -23.20091 -2.45709
O -37.72465 -18.58078 4.96705
H -37.93290 -17.87056 4.36005
H -36.87664 -18.91007 4.66925
O -35.86988 -21.05219 8.16999
H -35.15344 -21.34905 8.73108
H -35.56122 -21.21726 7.27909
O -29.51623 -25.39540 5.14289
H -30.32604 -25.20800 4.66821
H -29.33805 -26.31767 4.95877
O -36.37945 -16.62712 8.73961
H -36.04171 -16.10106 9.46446
H -36.37875 -16.03164 7.99019
```

Output
Spin multiplicity   1
Kohn-Sham gap   0.101 hartree
Highest occupied orbital energy   -0.20 eV
Charge   -2

Which value of spin multiplicity does entry 6 give? 1

Which of these has the highest spin multiplicity? C26H39ClN3O4SeTb

The highest charge belongs to which entry? C7H22F6NiO5P

Which value of charge does entry 3 give? 0